Model A:
This record from the Open Molecules 2025 dataset describes 2 unconnected molecules or ions with the total composition C5H12NO. The level of theory is wB97M-V/def2-TZVPD.

Structure (ORCA input):
```
! wB97M-V def2-TZVPD RIJCOSX def2/J DEFGRID3
* xyz 0 2
C 1.368 -0.721 -2.445
C 0.865 -1.640 -1.359
C 0.394 -0.802 -0.301
C -0.734 -0.821 0.471
N -0.797 0.072 1.579
C -1.918 0.312 2.267
H 1.718 -1.257 -3.482
H 2.220 -0.014 -2.140
H 0.451 -0.065 -2.674
H 1.669 -2.378 -0.965
H -0.032 -2.277 -1.829
H 1.103 -0.010 0.002
H -1.577 -1.517 0.168
H 0.132 0.598 1.605
H -2.781 -0.309 1.929
H -2.327 0.957 3.105
H -0.049 3.764 1.979
H 0.314 3.127 0.595
O -0.017 2.982 1.496
*
```

The LUMO energy (alpha / beta) comes out at 0.67 / 0.66 eV. The calculation puts the HOMO-LUMO gap (alpha / beta) at 6.20 / 8.99 eV. The calculation puts the HOMO energy (alpha / beta) at -5.5 / -8.3 eV.

Model B:
This record from the Open Molecules 2025 dataset describes 2 unconnected molecules or ions with the total composition C5H12NO. The level of theory is wB97M-V/def2-TZVPD.

Structure (ORCA input):
```
! wB97M-V def2-TZVPD RIJCOSX def2/J DEFGRID3
* xyz 0 2
C 1.961 -0.229 1.545
C 0.900 -1.011 0.784
C -0.427 -0.320 0.535
C -1.630 -0.639 0.999
C -1.121 1.670 -0.555
N -0.259 0.669 -0.491
H 1.503 0.389 2.332
H 2.630 -0.883 2.074
H 2.433 0.600 0.995
H 1.264 -1.520 -0.120
H 0.727 -1.859 1.474
H -1.737 -1.247 1.885
H -2.651 -0.410 0.686
H -1.011 2.581 -1.128
H -1.997 1.726 0.066
H 0.581 0.583 -1.027
H -0.022 0.591 -3.723
H -0.916 -0.658 -3.300
O -0.231 -0.033 -3.033
*
```

The LUMO energy (alpha / beta) comes out at 0.74 / 0.70 eV. The calculation puts the HOMO-LUMO gap (alpha / beta) at 6.30 / 9.22 eV. The calculation puts the HOMO energy (alpha / beta) at -5.6 / -8.5 eV.

Energies, relative to the best one, in hartree: model A 0.0306; model B 0.0000.

Model A:
This record from the Open Molecules 2025 dataset describes 2 unconnected molecules or ions with the total composition C4H10NO3. The level of theory is wB97M-V/def2-TZVPD.

Structure (ORCA input):
```
! wB97M-V def2-TZVPD RIJCOSX def2/J DEFGRID3
* xyz 0 2
C 2.211 1.909 1.022
C 0.958 2.147 0.213
N 0.445 1.128 -0.549
C 0.700 -0.273 -0.479
C -0.521 -1.036 0.149
O -0.173 -2.335 0.217
O 0.435 3.243 0.167
H 2.001 2.100 2.079
H 2.982 2.559 0.607
H 2.520 0.873 1.005
H -0.348 1.392 -1.113
H 0.881 -0.697 -1.464
H 1.549 -0.525 0.145
H -0.675 -0.583 1.138
H -1.406 -0.834 -0.471
H -4.056 -2.284 -1.042
H -3.308 -3.581 -0.813
O -4.195 -3.204 -0.810
*
```

The LUMO energy (alpha / beta) comes out at 0.53 / -2.12 eV. The calculation puts the HOMO-LUMO gap (alpha / beta) at 10.56 / 7.96 eV. The calculation puts the HOMO energy (alpha / beta) at -10.0 / -10.1 eV.

Model B:
This record from the Open Molecules 2025 dataset describes 2 unconnected molecules or ions with the total composition C4H10NO3. The level of theory is wB97M-V/def2-TZVPD.

Structure (ORCA input):
```
! wB97M-V def2-TZVPD RIJCOSX def2/J DEFGRID3
* xyz 0 2
C 0.926 1.022 0.655
O 1.925 0.135 0.845
C -0.522 0.329 0.625
C -0.908 -0.065 -0.787
C -2.253 -0.784 -0.730
O -3.271 -0.143 -0.681
N -0.538 -0.882 1.471
H 1.010 1.619 -0.251
H 0.915 1.650 1.577
H -1.219 1.058 1.046
H -0.257 -0.690 -1.402
H -1.111 0.887 -1.293
H -2.320 -1.870 -0.891
H 0.430 -1.217 1.500
H -0.550 -0.573 2.448
H 2.547 0.231 -2.086
H 2.551 -0.192 -0.554
O 2.645 -0.515 -1.492
*
```

The LUMO energy (alpha / beta) comes out at 0.61 / -2.79 eV. The calculation puts the HOMO-LUMO gap (alpha / beta) at 10.35 / 7.00 eV. The calculation puts the HOMO energy (alpha / beta) at -9.7 / -9.8 eV.

Energies, relative to the best one, in hartree: model A 0.0000; model B 0.0371.